1.
Formula: C37H24Cl2MgN5OS2Se
Source: OMol25
Level of theory: ωB97M-V with the def2-TZVPD basis set

Structure (ORCA input):
```
! RIJCOSX wB97M-V def2-TZVPD def2/J DEFGRID3
* xyz 1 1
Mg 0.31 0.72 0.02
Cl 5.16 0.74 0.53
C 3.97 0.74 1.78
C 4.40 0.77 3.12
C 3.50 0.77 4.15
Cl 4.06 0.79 5.79
C 2.11 0.75 3.88
C 1.10 0.75 4.85
C -0.22 0.74 4.47
C -0.53 0.72 3.11
N 0.39 0.72 2.16
C 1.71 0.73 2.53
C 2.64 0.71 1.43
O 2.19 0.68 0.20
H 5.46 0.79 3.34
H 1.37 0.76 5.90
H -1.01 0.74 5.21
H -1.57 0.72 2.78
S -0.73 -5.07 -0.03
C -1.44 -6.62 -0.07
C -2.80 -6.55 -0.08
C -3.27 -5.20 -0.06
C -2.26 -4.28 -0.03
C -2.37 -2.81 0.00
C -1.22 -2.01 0.09
N -1.23 -0.70 0.07
C -2.42 -0.05 -0.01
C -3.63 -0.75 -0.07
C -4.87 -0.02 -0.12
C -4.88 1.33 -0.13
C -3.65 2.08 -0.09
C -3.63 3.48 -0.09
C -2.44 4.17 -0.05
C -1.26 3.40 -0.01
N -1.25 2.08 0.00
C -2.43 1.40 -0.03
C -2.35 5.64 -0.06
C -1.22 6.42 -0.03
C -1.50 7.81 -0.05
C -2.83 8.07 -0.09
S -3.75 6.63 -0.11
C -3.57 -2.15 -0.07
H -0.82 -7.50 -0.08
H -3.44 -7.41 -0.11
H -4.32 -4.95 -0.07
H -0.24 -2.48 0.18
H -5.79 -0.58 -0.16
H -5.82 1.87 -0.17
H -4.57 4.02 -0.13
H -0.29 3.88 0.02
H -0.22 6.02 0.00
H -0.74 8.58 -0.04
H -3.33 9.03 -0.11
H -4.50 -2.70 -0.14
C 0.62 -2.58 -2.94
N 1.80 -1.73 -2.83
C 1.80 -0.38 -2.73
Se 0.32 0.76 -2.68
N 3.08 0.00 -2.66
C 3.93 -1.10 -2.71
C 5.31 -1.21 -2.68
C 5.83 -2.49 -2.77
C 5.00 -3.62 -2.89
C 3.62 -3.49 -2.92
C 3.11 -2.21 -2.83
H -0.26 -1.96 -2.86
H 0.63 -3.33 -2.14
H 0.62 -3.09 -3.90
H 3.34 0.95 -2.45
H 5.95 -0.35 -2.58
H 6.90 -2.63 -2.75
H 5.45 -4.60 -2.96
H 2.97 -4.36 -3.02
*
```

**E**: -6091.73791 a.u.
**Relative energy (zero: lowest compared OMol25 entry of this formula, charge and spin)**: 3.9 kcal per mole
**Frontier orbital gap**: 0.2379 Eh
**Lowest unoccupied orbital energy**: -0.1251 Ha
**M**: 792.94 g mol⁻¹


2.
Formula: C37H25Cl2F15Ge2N3O3SV
Source: OMol25
Level of theory: ωB97M-V with the def2-TZVPD basis set

Structure (ORCA input):
```
! RIJCOSX wB97M-V def2-TZVPD def2/J DEFGRID3
* xyz -1 4
V 0.49 -0.07 -0.53
C -3.46 3.41 -0.55
Ge -1.98 2.41 0.28
C -1.02 3.71 1.39
C -2.88 1.15 1.49
C -0.88 1.53 -1.04
H -4.06 3.93 0.21
H -4.12 2.72 -1.09
H -3.08 4.15 -1.26
H -1.68 4.10 2.17
H -0.70 4.54 0.76
H -0.14 3.26 1.84
H -3.74 1.63 1.96
H -2.23 0.79 2.29
H -3.24 0.29 0.92
H -0.22 2.31 -1.45
H -1.59 1.29 -1.85
N 4.11 0.41 -2.53
C 2.98 -0.14 -2.00
N 2.98 -1.47 -1.76
O 1.98 0.57 -1.81
H 4.99 -0.05 -2.39
H 4.13 1.42 -2.47
H 3.74 -2.02 -2.13
H 2.06 -1.91 -1.80
Cl -0.14 2.59 -3.99
C 0.64 1.43 -5.02
C 1.68 1.86 -5.82
C 2.29 0.97 -6.69
C 1.87 -0.35 -6.72
C 0.85 -0.77 -5.88
Cl 0.42 -2.45 -5.89
C 0.20 0.11 -5.01
N -0.82 -0.30 -4.16
C -1.98 -0.98 -4.57
C -2.47 -0.85 -5.86
C -3.64 -1.49 -6.24
C -4.35 -2.24 -5.31
C -3.86 -2.35 -4.02
C -2.67 -1.75 -3.63
C -2.14 -1.90 -2.23
C -0.71 -2.46 -2.18
O -0.50 -3.58 -2.61
O 0.18 -1.68 -1.66
H 1.99 2.90 -5.78
H 3.09 1.30 -7.34
H 2.33 -1.07 -7.38
H -0.84 0.13 -3.24
H -1.93 -0.23 -6.57
H -4.00 -1.38 -7.26
H -5.27 -2.74 -5.59
H -4.39 -2.95 -3.29
H -2.76 -2.62 -1.70
H -2.20 -0.95 -1.69
F -0.87 -1.13 0.98
C -1.03 -1.58 2.24
C -0.26 -1.12 3.28
C -0.56 -1.64 4.53
F 0.13 -1.25 5.61
C -1.56 -2.57 4.74
F -1.82 -3.05 5.96
C -2.31 -3.00 3.66
F -3.28 -3.89 3.84
C -2.05 -2.51 2.40
F -2.78 -2.92 1.36
Ge 1.27 0.13 3.13
S 1.74 1.01 1.26
C 2.68 -1.08 3.86
C 3.07 -2.15 3.08
F 2.52 -2.37 1.88
C 4.00 -3.09 3.50
F 4.35 -4.11 2.71
C 4.58 -2.95 4.75
F 5.48 -3.84 5.16
C 4.21 -1.90 5.56
F 4.75 -1.78 6.77
C 3.27 -0.99 5.11
F 2.94 -0.02 5.97
C 0.97 1.60 4.41
C 2.01 2.48 4.64
F 3.25 2.20 4.21
C 1.85 3.68 5.30
F 2.88 4.50 5.52
C 0.59 4.04 5.75
F 0.42 5.19 6.40
C -0.48 3.19 5.54
F -1.69 3.54 5.97
C -0.27 1.99 4.88
F -1.36 1.23 4.70
*
```

**E**: -9729.50549 a.u.
**Relative energy (zero: lowest compared OMol25 entry of this formula, charge and spin)**: 0.0 kcal per mole
**Expectation value of S²**: 3.760
**Frontier orbital gap (alpha / beta)**: 0.2166 / 0.2711 Eh
**Lowest unoccupied orbital energy (alpha / beta)**: 0.0736 / 0.0735 Ha
**M**: 1143.73 g mol⁻¹


3.
Formula: C37H25N5O3W
Source: OMol25
Level of theory: ωB97M-V with the def2-TZVPD basis set

Structure (ORCA input):
```
! RIJCOSX wB97M-V def2-TZVPD def2/J DEFGRID3
* xyz -2 3
W -0.02 0.16 -0.31
O 4.37 -0.29 0.46
C 4.40 0.14 1.74
C 5.65 0.24 2.36
C 5.75 0.67 3.66
C 4.61 1.02 4.38
C 3.37 0.91 3.76
C 3.24 0.49 2.45
C 1.89 0.42 1.80
O 1.86 -0.14 0.61
N 0.86 0.90 2.40
N -0.34 0.61 1.65
C -0.81 1.88 1.00
C -2.30 1.87 0.78
C -3.17 2.71 1.45
C -4.54 2.70 1.21
C -5.04 1.79 0.27
C -4.19 0.93 -0.41
C -2.81 0.96 -0.17
O -2.00 0.14 -0.82
H 3.42 -0.33 0.20
H 6.52 -0.04 1.78
H 6.73 0.75 4.13
H 4.68 1.35 5.41
H 2.46 1.17 4.29
H -0.48 2.70 1.63
H -2.76 3.41 2.18
H -5.20 3.36 1.74
H -6.10 1.76 0.06
H -4.56 0.23 -1.14
N 1.29 -9.32 -4.89
C 1.15 -8.29 -4.39
C 0.98 -7.01 -3.75
C 0.45 -5.93 -4.47
C 0.30 -4.70 -3.86
C 0.64 -4.49 -2.50
C 1.16 -5.60 -1.80
C 1.33 -6.83 -2.41
C 0.45 -3.20 -1.86
C 0.90 -2.03 -2.56
C 1.62 -1.96 -3.76
C 1.89 -0.60 -4.02
C 1.35 0.10 -2.96
N 0.75 -0.75 -2.07
C -0.15 -3.16 -0.57
C -0.71 -4.24 0.15
C -1.21 -3.72 1.34
C -0.95 -2.36 1.32
N -0.32 -2.00 0.17
H 0.16 -6.06 -5.50
H -0.13 -3.88 -4.41
H 1.45 -5.47 -0.77
H 1.76 -7.65 -1.86
H 1.93 -2.80 -4.36
H 2.41 -0.18 -4.87
H 1.33 1.17 -2.79
H -0.78 -5.26 -0.19
H -1.72 -4.25 2.13
H -1.18 -1.59 2.04
C 0.02 2.07 -0.42
C 0.19 3.42 -0.92
C -0.72 4.46 -0.69
C -0.51 5.73 -1.21
C 0.62 6.01 -1.97
C 1.53 4.99 -2.20
C 1.33 3.72 -1.69
H -1.62 4.26 -0.12
H -1.23 6.51 -1.01
H 0.78 7.00 -2.38
H 2.43 5.18 -2.79
H 2.06 2.94 -1.84
*
```

**E**: -1991.61870 a.u.
**Relative energy (zero: lowest compared OMol25 entry of this formula, charge and spin)**: 18.7 kcal per mole
**Expectation value of S²**: 2.051
**Frontier orbital gap (alpha / beta)**: 0.1854 / 0.2330 Eh
**Lowest unoccupied orbital energy (alpha / beta)**: 0.1685 / 0.1620 Ha
**M**: 771.48 g mol⁻¹


4.
Formula: C37H26Br2HgN2O5P
Source: OMol25
Level of theory: ωB97M-V with the def2-TZVPD basis set

Structure (ORCA input):
```
! RIJCOSX wB97M-V def2-TZVPD def2/J DEFGRID3
* xyz -2 2
Hg 12.23 9.54 12.90
Br 5.28 12.76 12.36
C 7.15 12.30 11.94
C 7.62 11.92 10.73
C 9.01 11.73 10.54
C 9.95 11.53 11.54
O 11.24 11.30 11.35
C 9.33 11.81 12.88
C 10.06 12.01 14.05
N 11.01 11.29 14.43
C 11.68 11.22 15.56
C 11.12 11.60 16.78
C 11.96 11.49 18.09
C 13.23 11.10 18.16
C 13.85 10.68 16.94
C 15.12 10.18 16.81
C 15.58 9.68 15.59
C 14.77 9.82 14.48
N 13.64 10.18 14.43
C 13.12 10.74 15.67
C 8.03 12.15 12.98
H 7.07 12.02 9.91
H 9.34 11.56 9.57
H 9.72 12.91 14.64
H 10.12 11.71 16.63
H 11.39 11.76 19.08
H 13.85 11.08 19.01
H 15.50 10.02 17.86
H 16.59 9.34 15.58
H 15.28 9.27 13.56
H 7.55 12.51 13.95
O 10.61 5.13 14.60
C 10.79 6.26 14.12
O 10.98 7.40 14.67
C 11.05 6.28 12.57
P 11.00 7.85 11.79
C 9.25 8.21 11.92
C 8.38 7.84 10.93
C 7.01 8.20 10.95
C 6.59 8.97 12.06
C 7.36 9.11 13.20
C 8.72 8.81 13.12
C 11.38 7.58 10.04
C 11.58 6.30 9.53
C 12.09 6.10 8.24
C 12.30 7.25 7.42
C 12.19 8.48 8.01
C 11.66 8.68 9.27
H 10.37 5.58 12.10
H 12.07 5.92 12.52
H 8.76 7.35 10.03
H 6.40 8.00 10.10
H 5.63 9.42 12.00
H 6.96 9.66 14.05
H 9.39 8.91 13.97
H 11.41 5.43 10.16
H 12.25 5.07 7.91
H 12.73 7.14 6.46
H 12.38 9.34 7.41
H 11.66 9.71 9.74
Br 17.41 10.62 11.68
C 17.01 9.40 10.26
C 17.99 9.12 9.28
C 17.71 8.19 8.26
C 16.52 7.49 8.24
C 15.63 7.71 9.27
C 15.85 8.61 10.30
C 14.67 8.91 11.21
O 14.07 7.91 11.76
O 14.37 10.11 11.33
H 18.96 9.67 9.19
H 18.50 8.02 7.45
H 16.24 6.82 7.41
H 14.78 7.06 9.24
*
```

**E**: -7554.00899 a.u.
**Relative energy (zero: lowest compared OMol25 entry of this formula, charge and spin)**: 0.0 kcal per mole
**Expectation value of S²**: 0.775
**Frontier orbital gap (alpha / beta)**: 0.1212 / 0.2292 Eh
**Lowest unoccupied orbital energy (alpha / beta)**: 0.1419 / 0.1418 Ha
**M**: 970.00 g mol⁻¹


Among the records above, which one has the highest M? C37H25Cl2F15Ge2N3O3SV


M of number 3 (C37H25N5O3W)? 771.48 g mol⁻¹


The lowest M belongs to which entry? C37H25N5O3W